{"formula": "C36H36F3N4OP2SW", "method": "ωB97M-V with the def2-TZVPD basis set", "relative_energy_kj_mol": 1.3, "lumo_energy_ev": [-10.155, -9.660], "total_charge": 3, "gap_ev": [6.525, 7.014], "homo_ev": [-16.68, -16.67], "multiplicity": 3, "s_squared": 2.036, "symbols": ["H", "C", "H", "H", "C", "H", "H", "H", "C", "C", "F", "H", "H", "C", "C", "H", "H", "C", "C", "H", "C", "C", "H", "H", "N", "C", "C", "H", "C", "F", "C", "H", "H", "H", "W", "C", "H", "P", "H", "O", "C", "N", "H", "C", "H", "C", "H", "C", "C", "H", "F", "C", "C", "H", "H", "C", "H", "H", "C", "C", "H", "H", "H", "C", "H", "C", "H", "C", "C", "H", "N", "C", "H", "C", "H", "H", "S", "C", "C", "N", "C", "P", "C", "C"], "coordinates": [[1.37542, -3.57321, 4.78145], [0.61270, 3.61304, 2.61905], [-0.41000, -0.00248, -2.37276], [0.33630, 2.38763, -4.74827], [-4.39548, 3.56581, -0.16306], [0.73719, 4.68713, 2.67265], [0.81017, 5.07523, -2.08813], [-0.93108, 3.72403, 1.13200], [1.65236, 4.42770, -2.34223], [-1.97064, -3.98740, 4.39783], [5.19683, -4.37176, -1.77342], [-3.69858, -5.21826, -2.73776], [-2.81520, -4.45879, 4.88146], [2.79871, -2.07468, -0.33605], [0.37839, 2.89032, -3.78536], [5.98597, -0.68916, 1.19519], [2.45010, 3.39131, -4.04891], [-3.86571, 2.53032, -2.28031], [-2.11137, -2.89266, -0.11128], [1.33350, 4.69387, -4.44197], [0.21693, -2.79397, 3.15525], [-2.90402, 1.74768, -1.66345], [2.37199, 2.82619, 0.57544], [-0.26981, 0.47260, -4.05402], [2.74573, -0.99297, 0.45369], [0.25332, 0.46959, -3.10205], [0.23711, 0.86342, 2.57198], [-2.34126, 1.02610, -2.24268], [-3.24621, -4.56326, -2.00526], [3.39396, -3.62059, -2.71520], [-3.55583, -3.20852, -2.00692], [3.57496, 3.64552, -0.44829], [-2.14448, -6.14300, -1.05734], [-0.56730, -4.61448, 5.89185], [0.63770, -0.44869, 0.15173], [3.86656, -0.49290, 0.98730], [2.14469, 3.22908, 4.07530], [-1.54201, 0.80975, 0.53938], [-1.13298, -4.66786, 0.63673], [1.39234, 1.18903, -0.72370], [-2.37131, -5.08567, -1.06118], [0.56715, 1.85178, -2.75078], [-0.58104, 3.38611, -3.61852], [5.08846, -1.09131, 0.74797], [-3.19032, -0.43541, 1.80245], [-2.15014, -3.30929, 3.20483], [1.80976, 0.77536, 4.03741], [1.23305, 1.41748, 3.38354], [-4.60715, 3.43624, -1.53088], [-4.04837, 2.42808, -3.34159], [3.25072, -4.91381, -0.98675], [0.39022, -3.48579, 4.34397], [1.21457, 2.12926, -1.61786], [-3.25293, -1.31609, -1.05512], [-3.13463, -3.27036, 2.75190], [3.97039, -3.93302, -1.54456], [-5.36227, 4.04122, -2.01491], [1.07679, -2.34782, 2.66315], [3.97870, -2.71790, -0.63823], [-0.55933, 1.70032, 1.76340], [1.15561, -0.13498, -3.20507], [2.22545, 4.55906, 0.24303], [-0.03185, -0.17713, 2.74351], [5.14462, -2.21077, -0.07376], [6.09129, -2.69385, -0.28029], [-1.80035, -4.25504, -0.11040], [-4.25273, -2.81314, -2.73342], [-2.68425, 1.88211, -0.29030], [-2.98651, -2.36690, -1.06560], [-4.98325, 4.26729, 0.41310], [1.71482, 3.32869, -1.36081], [-0.33875, 3.07571, 1.76554], [2.56529, 5.01000, -2.23036], [1.52232, 3.87942, -3.74468], [3.76132, 0.38553, 1.61048], [-3.27656, 2.89168, 1.53237], [1.12928, -2.46149, -0.84468], [1.41076, 2.78927, 3.41320], [-3.43432, 2.79140, 0.46454], [-2.30891, -0.46631, 1.30229], [2.52086, 3.59651, -0.17136], [-1.31031, -1.81380, 1.06269], [-1.05369, -2.69885, 2.58743], [-0.70342, -4.07449, 4.96444]], "lowdin_spin": [0.000, -0.001, 0.016, 0.000, 0.000, 0.000, 0.000, 0.000, 0.000, 0.000, 0.000, 0.000, 0.000, 0.034, 0.001, 0.000, 0.000, 0.000, 0.004, 0.000, 0.010, 0.001, 0.000, 0.001, 0.018, 0.022, 0.012, 0.000, 0.000, -0.001, 0.000, 0.000, 0.000, 0.000, 1.748, 0.004, 0.000, 0.019, 0.000, 0.084, 0.002, 0.004, 0.000, -0.005, 0.000, 0.000, 0.000, 0.005, 0.000, 0.000, -0.001, 0.001, 0.009, 0.000, 0.000, -0.001, 0.000, 0.008, -0.002, -0.002, 0.000, 0.000, 0.010, 0.013, 0.001, -0.002, 0.000, 0.005, 0.002, 0.000, 0.000, 0.001, 0.000, 0.000, 0.000, 0.000, -0.056, -0.002, 0.000, 0.008, 0.001, 0.021, 0.007, 0.000]}



{"formula": "C36H37CrN3O3", "method": "ωB97M-V with the def2-TZVPD basis set", "lumo_energy_ev": [-2.289, -3.508], "total_charge": 1, "gap_ev": [5.049, 6.078], "homo_ev": [-7.34, -9.59], "multiplicity": 4, "s_squared": 3.871, "symbols": ["N", "H", "C", "C", "H", "H", "C", "C", "H", "C", "C", "C", "C", "N", "H", "H", "C", "C", "H", "C", "H", "C", "H", "H", "H", "H", "C", "C", "C", "C", "C", "Cr", "O", "H", "H", "C", "C", "C", "C", "H", "H", "H", "C", "O", "H", "C", "H", "H", "H", "C", "C", "H", "H", "H", "C", "H", "N", "H", "C", "H", "C", "H", "H", "C", "H", "H", "C", "C", "H", "H", "H", "H", "C", "H", "O", "C", "C", "C", "H", "C"], "coordinates": [[0.12340, -4.64108, 7.62118], [-6.09135, 2.30549, 3.62012], [-0.49038, -0.55823, 6.68800], [-2.41085, -2.28900, 6.66867], [-0.55147, -2.90856, 8.70689], [0.44204, -1.05430, 6.40254], [2.35251, -0.17404, 0.18808], [0.63286, -8.55599, 10.42639], [-0.98620, -1.91415, 0.72235], [0.63104, -6.16248, 9.58699], [4.32862, 1.00850, 0.96210], [-0.64470, -3.57411, 7.85632], [-3.01688, -4.23748, 2.13097], [-1.51987, -3.44294, 6.85242], [0.17515, -6.09548, 6.00374], [-2.11402, 1.91486, 5.11078], [-1.81702, -2.31646, 1.29671], [-4.48503, 1.15816, 2.77402], [-2.70857, -1.91444, 7.66280], [-2.39052, 0.01526, 1.81806], [1.46704, 2.55884, 2.00360], [3.76296, -1.64872, 2.57318], [4.37666, -0.82902, -0.17824], [1.89691, -1.03178, -0.31060], [0.83370, -8.24019, 11.45397], [-1.29350, -1.58634, 4.97346], [3.50371, 1.97460, 1.55097], [-1.95269, -3.69496, 1.40622], [-1.29635, -4.46347, 5.93053], [-3.81086, -1.98292, 2.59969], [3.74380, -0.06223, 0.26918], [2.89799, 0.00414, 2.24606], [3.63541, 0.73261, 5.11188], [-3.49046, -0.20158, 5.32099], [-4.59334, -1.37223, 3.03098], [1.15684, -5.14568, 8.54968], [0.07312, 0.48939, 1.02669], [-0.53345, 0.93347, 6.33339], [2.11455, 1.84564, 1.48890], [-0.44925, -8.65698, 10.30505], [-3.14300, -5.32034, 2.20716], [-1.89721, 2.45890, 1.00207], [-3.25486, 1.15666, 2.07120], [0.57732, -1.39817, 3.64710], [1.95601, -5.59185, 7.94635], [-2.81298, 2.42225, 1.58987], [-1.22964, -4.34585, 0.91440], [-4.78824, -3.77347, 3.27382], [-3.12563, 4.54219, 1.43728], [3.40975, 0.54145, 3.98355], [-5.16061, 2.34779, 3.05261], [0.90567, -5.78615, 10.58275], [-5.23647, 4.49983, 2.78901], [0.11098, 1.11126, 5.46363], [-3.93625, -3.36784, 2.72548], [-1.86045, -4.54672, 5.01583], [-2.54697, -0.07698, 5.66410], [-3.30531, -2.61397, 6.11643], [-2.00646, 1.21223, 5.95414], [1.03287, -7.91175, 8.40146], [1.21058, -7.56058, 9.42589], [-0.46586, -6.19468, 9.54470], [-0.65059, -0.69817, 7.76619], [1.45374, -0.84315, 3.10117], [-2.51932, 1.66408, 6.82502], [2.29974, -7.50493, 9.55240], [-0.29148, -5.22186, 6.42057], [-3.50546, 3.60242, 1.83873], [-0.19544, 1.56254, 7.16114], [-4.94523, 0.23622, 3.10450], [1.55891, -4.27565, 9.08638], [5.41383, 1.08004, 1.04958], [-1.68626, -1.16260, 5.92139], [1.07737, -9.54317, 10.28768], [4.17773, -2.68626, 2.90612], [-4.68505, 3.57881, 2.58921], [1.50131, 0.76384, 0.81710], [-2.71525, -1.40253, 1.91726], [3.94165, 2.80861, 2.09968], [-1.08158, 0.30704, 1.40105]], "lowdin_spin": [0.000, -0.002, 0.000, 0.000, 0.000, 0.000, 0.001, 0.000, 0.004, 0.000, -0.006, 0.000, 0.074, 0.000, 0.000, 0.000, 0.067, 0.068, 0.000, 0.307, 0.000, -0.026, 0.001, 0.002, 0.000, 0.000, 0.115, -0.007, 0.000, 0.065, 0.004, 1.659, 0.074, 0.001, 0.005, 0.000, 0.168, 0.000, 0.022, 0.000, 0.004, 0.004, 0.009, 0.029, 0.000, 0.071, -0.002, -0.002, -0.002, 0.103, -0.008, 0.000, 0.005, 0.000, -0.007, 0.001, 0.001, 0.000, 0.000, 0.000, 0.000, 0.000, 0.000, 0.026, 0.000, 0.000, 0.000, -0.009, 0.000, 0.005, 0.000, 0.000, 0.000, 0.000, -0.017, 0.081, 0.062, 0.011, 0.007, 0.031]}



{"formula": "C36H37F3HgP2", "method": "ωB97M-V with the def2-TZVPD basis set", "relative_energy_kj_mol": 465.3, "lumo_energy_ev": [0.167, -0.332], "total_charge": 0, "gap_ev": [7.862, 5.323], "homo_ev": [-7.69, -5.65], "symbols": ["C", "C", "H", "C", "F", "H", "H", "H", "C", "C", "C", "H", "C", "H", "C", "H", "H", "H", "H", "C", "C", "H", "H", "H", "C", "C", "C", "H", "H", "C", "H", "H", "H", "H", "C", "H", "C", "C", "H", "C", "H", "H", "Hg", "C", "C", "F", "C", "H", "H", "H", "C", "C", "P", "H", "C", "C", "H", "H", "C", "C", "H", "C", "C", "H", "H", "C", "C", "H", "F", "P", "C", "H", "C", "C", "H", "H", "H", "C", "C"], "coordinates": [[-5.21494, 0.32806, -1.00992], [3.77775, 1.51338, -3.85767], [-5.56582, 2.46497, -1.05735], [-4.33530, -0.71754, -1.31151], [0.34496, 5.70398, -3.49396], [-1.03184, 3.41443, -1.52336], [2.49259, 2.13563, -0.24150], [4.16961, 1.32827, -4.86018], [5.55381, -3.88217, -1.44052], [-4.87492, 1.65317, -1.29111], [4.91006, -1.57403, -1.08141], [6.32778, -4.62869, -1.62862], [2.84799, 1.97067, -1.26256], [-2.77666, 0.47313, -5.00440], [-0.39601, -1.33173, -1.25860], [1.48046, 3.60221, -5.52672], [-2.74268, 2.16401, -4.90199], [1.15131, -1.78110, -2.69257], [0.79451, 1.25401, -7.13501], [-0.92982, 5.18367, -3.53367], [4.21518, -4.27189, -1.31656], [-2.20402, 3.33891, -7.62952], [-4.60838, -1.75066, -1.09959], [-0.73619, 2.55227, -8.14299], [-3.14754, -5.31101, -1.44494], [-2.74539, -3.74865, -3.73209], [3.22083, -3.31893, -1.08331], [3.23967, 4.05630, -1.65084], [6.94076, -2.22032, -1.39721], [3.33078, 0.43955, -3.08230], [5.18513, -0.52261, -0.97972], [3.94160, -5.32397, -1.39999], [-2.56681, -3.13475, -4.61594], [-3.30236, -5.92570, -0.55345], [-2.41022, -3.23859, -2.45685], [4.08209, 3.65056, -3.96026], [-3.06882, -0.40726, -1.89906], [-0.38498, 2.76780, -2.12292], [2.11389, 1.39382, -5.97717], [5.89844, -2.53180, -1.31289], [-0.59630, 4.57330, -6.35299], [-2.28110, -3.66148, -0.33899], [-0.81619, 2.99912, -4.22014], [-2.81714, 0.90880, -2.17947], [0.90050, -1.34260, -1.71395], [-1.61837, 5.92389, -4.46546], [-2.58489, -4.04004, -1.31403], [-0.53982, 1.71856, -1.84440], [-6.18478, 0.10887, -0.55088], [2.17873, -3.62452, -0.98076], [1.02639, 1.49817, -6.08571], [0.34888, 0.44942, -5.16395], [-1.75914, -1.56790, -2.37294], [-1.10167, 0.49385, -3.53289], [2.86994, 0.66128, -1.77912], [-2.10143, 1.31858, -5.23714], [-3.95478, -6.79494, -2.79887], [0.11331, -0.47538, -5.70988], [-3.29926, -5.02161, -3.84977], [3.55696, -1.95629, -1.01211], [3.37892, -0.57438, -3.48722], [-3.51098, -5.80155, -2.70276], [3.74124, 2.81392, -3.34777], [-0.62552, -1.09861, -0.20864], [0.66229, 3.05447, -1.98550], [-1.37323, 2.71719, -7.26065], [-0.85901, 1.01182, -4.46512], [-3.56501, -5.40720, -4.83428], [-1.50722, 5.45600, -2.33561], [2.24824, -0.70171, -0.70474], [0.64558, 2.91685, -5.72938], [-1.28235, 0.54934, -7.10965], [-3.61719, 1.95802, -1.89458], [3.26937, 3.03981, -2.05056], [1.07556, 0.15945, -4.38904], [-3.35062, 2.99813, -2.09968], [-2.89865, 1.19382, -7.25326], [-0.58708, 3.48636, -6.21037], [-1.92518, 1.37198, -6.77400]], "mulliken_charge": [-0.800, -0.658, 0.397, -0.557, -0.262, 0.505, 0.294, 0.436, -0.453, -0.667, -0.341, 0.355, -0.804, 0.605, -0.328, 0.559, 0.412, 0.627, 0.320, -0.106, -0.503, 0.404, 0.495, 0.376, -0.606, -0.173, -0.582, 0.399, 0.371, -0.353, 0.387, 0.365, 0.345, 0.373, 0.427, 0.418, -0.030, -1.103, 0.526, -0.545, 0.573, 0.407, 1.689, 0.857, -0.686, -0.267, -0.435, 0.072, 0.362, 0.381, -0.753, -0.089, 0.582, -0.770, 0.851, -1.682, 0.361, 0.605, -0.618, 0.579, 0.395, -0.418, -0.393, 0.555, 0.280, -1.222, 1.324, 0.378, -0.252, -0.398, -0.843, 0.253, -0.737, -0.291, -0.867, 0.391, 0.596, -0.412, -0.883]}



Total energy for every record listed, in sequence, given in Eh: -3134.47124 -2828.07861 -2529.33755.